No. 1
{"formula": "C3H12N2O2", "method": "the ωB97M-V functional and the def2-TZVPD basis", "max_force_ev_per_a": 0.624, "de_lowest_kj_mol": 521.9, "orbital_gap_ev": 8.0, "homo_energy_ev": -7.978, "energy_ev": -10376.1405, "species": ["H", "H", "H", "H", "C", "H", "H", "H", "H", "O", "N", "H", "H", "H", "O", "N", "C", "C", "H"], "xyz": [[-2.569, 1.894, -1.175], [0.346, 0.526, -0.533], [1.840, 1.576, 1.995], [-1.251, 1.638, -2.327], [-0.956, -2.068, -0.104], [3.350, 0.922, 1.315], [-1.520, -0.489, 0.829], [1.836, 0.081, -1.095], [2.528, 0.054, 2.641], [-1.438, 0.187, -0.840], [-0.882, -1.307, 0.935], [-0.106, -2.679, -0.388], [-2.718, 0.646, -2.413], [-1.886, -2.140, -0.642], [1.629, -0.146, 0.842], [1.370, 0.622, -0.370], [-2.002, 1.111, -1.711], [2.379, 0.659, 1.744], [0.051, -1.085, 1.297]]}

=====

No. 2
{"formula": "C4H6N2S", "method": "the ωB97M-V functional and the def2-TZVPD basis", "max_force_ev_per_a": 2.895, "de_lowest_kj_mol": 367.2, "orbital_gap_ev": 8.2, "homo_energy_ev": -8.059, "energy_ev": -18057.1670, "species": ["H", "C", "S", "N", "N", "C", "C", "H", "H", "H", "C", "H", "H"], "xyz": [[-2.165, 0.311, -1.620], [1.572, -0.995, 1.692], [-1.861, 0.177, 0.730], [0.400, -1.168, 1.153], [1.460, 1.291, 1.132], [-2.947, 0.438, -0.898], [2.055, 0.349, 1.751], [-3.355, 1.486, -0.775], [2.013, -1.950, 1.967], [2.899, 0.510, 2.463], [-0.436, -0.554, 0.412], [-3.754, -0.299, -1.012], [0.644, 0.938, 0.617]]}

=====

No. 3
{"formula": "C4H6N2O", "method": "the ωB97M-V functional and the def2-TZVPD basis", "max_force_ev_per_a": 0.290, "de_lowest_kj_mol": 124.2, "orbital_gap_ev": 9.4, "homo_energy_ev": -8.609, "energy_ev": -9272.2145, "smiles": "COc1cnc[nH]1", "species": ["N", "H", "N", "H", "H", "C", "C", "H", "C", "C", "O", "H", "H"], "xyz": [[0.914, -0.688, 0.544], [-1.853, -0.268, -1.096], [2.158, 0.713, -0.638], [0.662, -1.463, 1.137], [0.626, 2.205, -0.895], [0.898, 1.245, -0.480], [0.116, 0.401, 0.254], [-2.256, -1.224, 0.370], [-2.133, -0.209, -0.037], [2.135, -0.435, -0.012], [-1.153, 0.514, 0.706], [-3.076, 0.336, 0.068], [2.963, -1.128, 0.077]]}

=====

No. 4
{"formula": "C42H47Cl2F3HgN3P", "method": "the ωB97M-V functional and the def2-TZVPD basis", "max_force_ev_per_a": 0.597, "total_charge": -1, "s2": 0.7622, "de_lowest_kj_mol": 69.1, "orbital_gap_ev": [4.7, 6.4], "homo_energy_ev": [-2.446, -4.192], "energy_ev": -95449.8729, "spin_multiplicity": 2, "species": ["H", "H", "C", "H", "C", "H", "C", "H", "F", "H", "C", "H", "C", "C", "C", "Hg", "H", "N", "C", "C", "C", "H", "H", "H", "H", "C", "F", "H", "H", "C", "C", "H", "C", "H", "C", "C", "H", "F", "C", "C", "H", "C", "C", "H", "H", "H", "H", "H", "C", "Cl", "C", "Cl", "C", "H", "C", "H", "C", "H", "H", "H", "P", "H", "C", "H", "H", "C", "C", "H", "C", "H", "C", "C", "H", "H", "C", "C", "C", "C", "H", "C", "H", "C", "C", "C", "H", "N", "H", "H", "H", "H", "C", "C", "C", "H", "H", "H", "H", "H", "N"], "xyz": [[-0.120, -3.056, 2.883], [2.761, 1.235, -4.423], [-1.156, 4.932, -2.865], [-1.463, -4.498, 1.896], [-1.320, -3.945, -1.909], [-0.590, 1.136, -6.984], [-3.933, -1.812, 1.004], [0.320, -1.621, 4.830], [4.852, -0.715, -5.117], [-2.573, -7.354, 0.004], [-1.733, 5.521, -3.987], [-2.593, -1.902, 4.251], [-1.118, -2.814, -1.067], [-3.109, 0.181, 2.310], [-0.027, -1.180, 3.891], [0.073, 0.224, -0.241], [-1.715, -6.027, -2.063], [2.053, 0.684, -1.162], [-1.799, -0.291, -4.840], [1.231, 3.700, -0.121], [1.946, 4.503, 0.760], [1.026, 1.584, -2.751], [0.841, -0.809, 3.345], [-1.820, 5.104, 0.238], [-3.548, -1.465, -2.352], [5.196, 0.052, -4.030], [5.611, 1.230, -4.594], [-0.884, -7.420, 0.490], [-1.286, -3.800, -2.982], [-0.810, -1.320, -2.897], [-0.130, 3.906, -0.308], [-2.671, -3.347, 3.246], [-0.502, 0.047, -6.976], [-0.558, 6.516, 1.825], [-0.629, -0.487, -5.572], [2.916, 0.881, -3.412], [-1.667, -3.331, 4.696], [6.306, -0.524, -3.511], [0.412, -1.167, -4.963], [-1.418, -4.334, 0.824], [-4.120, -2.405, 1.901], [4.126, 0.214, -3.052], [-1.556, -5.194, -1.383], [-0.298, 5.399, -2.398], [-3.410, -0.320, 3.231], [1.865, 6.123, 2.171], [-2.264, 0.827, 2.534], [-2.640, 0.218, -5.305], [-0.760, 4.934, 0.390], [-0.162, 2.257, 2.702], [-3.179, -0.514, -2.746], [2.571, 1.229, 2.395], [-1.218, -3.044, 0.331], [1.833, 3.134, 3.535], [-0.798, -2.217, 3.065], [-3.118, 2.212, -2.579], [-2.789, -0.822, 1.203], [1.732, 2.904, -0.655], [-0.664, -0.324, 4.131], [-1.286, -0.347, -7.628], [-1.079, -1.574, 1.351], [-2.675, -0.258, 0.274], [-3.333, 3.735, -4.089], [0.464, -0.214, -7.409], [-4.183, 3.261, -4.565], [-2.822, 4.924, -4.603], [-1.910, -0.711, -3.525], [1.360, 1.611, 4.365], [-2.750, 3.148, -2.979], [1.168, -3.079, -2.309], [0.341, -1.594, -3.636], [3.217, 0.008, -0.834], [-3.938, 0.820, 1.998], [-3.262, 5.372, -5.485], [-1.591, -5.431, -0.002], [1.502, -2.316, -3.012], [-0.052, 5.725, 1.283], [1.444, 2.130, 3.418], [5.115, -0.751, -1.368], [-2.008, -2.729, 3.849], [1.322, -1.366, -5.523], [-1.795, -6.817, 0.551], [-1.655, 3.738, -2.355], [1.949, 1.080, -2.484], [-3.955, -0.072, -3.374], [-1.187, 1.792, -1.025], [-2.989, 0.142, -1.893], [-2.092, -6.780, 1.601], [-4.848, -1.261, 0.768], [3.295, -0.330, 0.192], [-0.973, 3.017, -1.201], [1.308, 5.508, 1.474], [4.232, -0.227, -1.709], [2.111, -2.793, -3.782], [2.145, -1.627, -2.465], [3.010, 4.336, 0.887], [-3.731, -2.497, 0.181], [-1.322, 6.442, -4.382], [-0.887, -1.570, -1.504]]}

=====

No. 5
{"formula": "C7H15N3S", "method": "the ωB97M-V functional and the def2-TZVPD basis", "max_force_ev_per_a": 6.321, "de_lowest_kj_mol": 300.4, "orbital_gap_ev": 8.7, "homo_energy_ev": -8.125, "energy_ev": -22804.0940, "smiles": "CNC(=S)N1CCN(C)CC1", "species": ["C", "C", "S", "H", "C", "H", "N", "H", "H", "H", "H", "C", "N", "H", "H", "H", "C", "N", "H", "H", "C", "H", "H", "C", "H", "H"], "xyz": [[3.200, 0.266, -0.117], [-1.996, -1.132, 1.640], [-3.501, 0.055, -1.523], [3.027, -0.725, 0.538], [0.956, 1.380, 0.082], [0.260, 2.187, -0.256], [-2.612, 0.139, 0.980], [1.635, 1.915, 0.875], [-2.792, -1.761, 2.032], [-1.644, -0.542, 2.637], [0.553, -0.470, 1.076], [-0.241, 0.056, -1.607], [-0.880, 0.068, -0.438], [1.607, -1.006, -2.277], [3.756, 0.005, -0.989], [-0.698, 0.662, 1.516], [-2.261, 0.033, -0.327], [1.929, 0.653, -0.796], [1.151, -1.251, -0.572], [-0.374, 0.948, -2.234], [1.219, -0.417, -1.360], [-1.385, -1.780, 0.953], [-3.725, 0.031, 1.061], [0.015, 0.364, 0.686], [-0.731, -0.728, -2.236], [3.531, 1.049, 0.657]]}

=====

No. 6
{"formula": "C6H9N", "method": "the ωB97M-V functional and the def2-TZVPD basis", "max_force_ev_per_a": 0.545, "de_lowest_kj_mol": 284.7, "orbital_gap_ev": 10.5, "homo_energy_ev": -9.458, "energy_ev": -7855.2085, "smiles": "C#CC[C@]1(C)CN1", "species": ["H", "C", "H", "H", "C", "H", "H", "H", "C", "H", "H", "C", "N", "C", "H", "C"], "xyz": [[-2.563, 0.067, 0.178], [0.483, -0.519, -1.033], [0.238, -0.033, -1.986], [0.413, -1.600, -1.200], [-0.420, 1.375, 0.384], [-0.594, 1.955, -0.534], [3.954, 0.437, -0.009], [0.577, 1.643, 0.747], [-1.107, -1.155, 0.884], [-1.164, 1.686, 1.123], [-1.413, -0.970, 1.911], [-0.541, -0.089, 0.019], [-1.898, -0.598, -0.216], [1.858, -0.170, -0.648], [-0.792, -2.180, 0.694], [2.970, 0.152, -0.314]]}